1.
{"formula": "C2H6N2O2S", "method": "ωB97M-V/def2-TZVPD", "e_tot_ha": -737.79555, "homo_ev": -9.284, "de_lowest_ev": 5.647, "gap_ev": 9.214, "molar_mass_g_mol": 122.15, "species": ["C", "C", "N", "N", "O", "O", "S", "H", "H", "H", "H", "H", "H"], "coordinates": [[-1.74861, -0.66784, -0.13783], [-2.32130, 0.59357, -0.63995], [0.98595, -0.95975, -0.88875], [2.08695, -0.21045, 1.27617], [0.77862, 1.40128, -0.29604], [-2.47505, 0.10537, 0.64683], [0.55729, 0.12382, 0.32899], [-1.57172, 1.42072, -0.71577], [-3.34649, 0.62134, -1.23857], [0.73214, -1.87506, -0.67064], [2.00356, -0.89450, -0.98048], [1.80803, -0.33728, 2.24530], [2.51062, 0.67877, 1.07071]], "lowdin_charge": [-0.0647, -0.2303, -0.1684, -0.1531, -0.4609, -0.0653, 0.8037, 0.0842, 0.1456, 0.0156, 0.0556, 0.0254, 0.0125]}


2.
{"formula": "C4H12N2O2", "method": "ωB97M-V/def2-TZVPD", "e_tot_ha": -419.60413, "homo_ev": -9.398, "smiles": "CNCCNC=O.O", "de_lowest_ev": 1.207, "gap_ev": 10.153, "molar_mass_g_mol": 120.15, "species": ["C", "N", "C", "C", "N", "C", "O", "H", "H", "H", "H", "H", "H", "H", "H", "H", "H", "O", "H", "H"], "coordinates": [[1.93626, -0.65184, -1.37332], [0.54649, -0.83538, -0.91022], [0.39360, -1.04706, 0.53190], [0.22377, 0.26712, 1.27599], [-1.05593, 0.88050, 0.99175], [-2.13717, 0.64946, 1.76144], [-2.15223, -0.07989, 2.73361], [2.15538, -1.38784, -2.14176], [2.03525, 0.33323, -1.82089], [2.60253, -0.76555, -0.52418], [0.06786, -1.55017, -1.43322], [-0.50331, -1.64855, 0.70826], [1.23969, -1.61623, 0.95071], [1.00631, 0.96387, 0.99438], [0.29482, 0.08062, 2.34592], [-1.07790, 1.53079, 0.21415], [-3.03465, 1.18643, 1.40130], [-0.73572, 1.60483, -1.88797], [-0.21581, 0.81158, -1.64035], [-1.58922, 1.27407, -2.17749]], "lowdin_charge": [-0.0939, -0.1497, -0.2157, -0.1795, 0.0234, -0.3759, 0.0044, 0.0789, 0.0708, 0.0762, 0.1057, 0.1227, 0.1146, 0.1213, 0.1187, 0.1010, 0.1309, -0.0846, -0.0086, 0.0394]}


3.
{"formula": "C4H19NO7S", "method": "ωB97M-V/def2-TZVPD", "e_tot_ha": -1143.38760, "homo_ev": -9.194, "smiles": "C[C@@H](CS)NC(=O)O.O.O.O.O.O", "de_lowest_ev": 1.357, "gap_ev": 9.451, "molar_mass_g_mol": 225.26, "species": ["C", "C", "C", "S", "N", "C", "O", "O", "H", "H", "H", "H", "H", "H", "H", "H", "H", "O", "H", "H", "O", "H", "H", "O", "H", "H", "O", "H", "H", "O", "H", "H"], "coordinates": [[1.34248, -0.85235, 1.29000], [1.72261, -0.51072, -0.17387], [2.64864, -1.43843, -0.96298], [4.47054, -1.23758, -0.44351], [0.28353, -0.48387, -0.68809], [0.10517, 0.47936, -1.72977], [0.94278, 1.37509, -1.90801], [-1.06608, 0.29290, -2.24791], [1.06813, -1.86411, 1.44360], [2.23047, -0.81892, 1.97186], [0.58652, -0.03669, 1.54265], [1.96926, 0.61555, -0.21780], [2.51899, -1.16753, -2.03690], [2.47269, -2.59190, -1.02359], [4.46955, 0.14973, -0.43210], [-0.04925, -1.38511, -0.92023], [-1.90367, 0.05246, -1.57193], [-0.80150, -2.87369, -2.38892], [-0.27764, -3.61627, -2.38718], [-0.64614, -2.30328, -3.04060], [-0.66696, 3.16560, 0.41442], [-0.68145, 2.67212, -0.39661], [0.14170, 3.80325, 0.42790], [-3.20001, -0.40937, -0.47638], [-3.60723, 0.18358, 0.17037], [-2.55152, -0.83818, 0.16888], [-3.28577, 0.89087, 2.17645], [-2.38990, 0.69337, 2.49196], [-3.36238, 1.82371, 2.30638], [-0.89107, 1.75245, 3.07098], [-0.69142, 1.95482, 2.05314], [-0.90105, 2.52314, 3.51780]], "lowdin_charge": [-0.0731, -0.4206, -0.4861, 0.6360, 0.0582, -0.6238, 0.0447, 0.0665, 0.0563, 0.0780, 0.0840, 0.1498, 0.0711, 0.1020, -0.1252, 0.0755, 0.1661, 0.0516, 0.0117, -0.0270, -0.0730, 0.0089, 0.1203, -0.0616, 0.0311, 0.0906, -0.0566, 0.0156, 0.0296, -0.0650, 0.0878, -0.0235]}


4.
{"formula": "C4H8O2", "method": "ωB97M-V/def2-TZVPD", "e_tot_ha": -307.64487, "homo_ev": -9.109, "smiles": "C[C@@]1(O)C[C@H]1O", "de_lowest_ev": 1.839, "gap_ev": 9.956, "molar_mass_g_mol": 88.11, "species": ["C", "C", "O", "C", "C", "O", "H", "H", "H", "H", "H", "H", "H", "H"], "coordinates": [[-1.09213, 0.25410, -0.92927], [-0.07652, 0.44206, 0.16655], [0.21857, 1.77702, 0.49241], [0.01333, -0.55635, 1.29438], [1.10542, -0.47856, 0.27003], [1.22195, -1.57028, -0.59582], [-2.10861, 0.42671, -0.55695], [-1.02696, -0.76371, -1.32331], [-0.91172, 0.96365, -1.74643], [-0.52497, 2.34171, 0.25312], [0.22333, -0.17462, 2.28995], [-0.63736, -1.42533, 1.24673], [2.04481, -0.01244, 0.57405], [1.55085, -1.22396, -1.43545]], "lowdin_charge": [-0.0114, -0.5147, 0.0097, -0.0101, -0.3031, -0.0114, 0.0877, 0.0851, 0.0882, 0.0949, 0.1124, 0.1171, 0.1522, 0.1032]}


5.
{"formula": "BeH10O9S", "method": "ωB97M-V/def2-TZVPD", "e_tot_ha": -1096.15081, "homo_ev": -6.303, "de_lowest_ev": 0.804, "gap_ev": 4.472, "molar_mass_g_mol": 195.15, "species": ["Be", "S", "O", "O", "O", "O", "O", "H", "H", "O", "H", "H", "O", "H", "H", "O", "H", "H", "O", "H", "H"], "coordinates": [[20.44200, -16.27700, 3.16800], [18.04300, -17.86000, 2.56800], [17.83800, -18.85000, 3.58200], [19.23100, -17.04700, 2.89700], [18.19000, -18.35100, 1.24700], [16.93600, -16.91800, 2.62300], [21.08900, -15.99600, 1.57000], [20.75100, -16.61600, 0.91000], [21.31000, -15.23200, 1.05600], [22.72100, -14.76000, 3.49400], [22.79600, -13.93000, 3.06900], [23.37200, -14.66800, 4.20500], [20.15500, -14.81800, 3.87500], [19.72200, -13.96000, 3.60700], [21.02800, -14.45500, 4.17000], [21.63700, -17.22500, 3.99600], [22.56500, -16.89800, 4.22600], [21.36000, -17.97200, 4.59600], [19.50600, -16.76600, 5.97500], [20.21600, -16.29700, 6.41700], [18.70100, -16.24500, 6.06300]], "lowdin_charge": [0.0506, 0.1777, -0.3483, -0.3079, -0.3452, -0.3889, 0.0917, 0.1328, 0.0987, -0.0190, 0.0600, 0.0956, 0.0543, 0.1693, 0.0877, 0.0500, 0.1333, 0.1551, -0.0373, 0.0267, 0.0631]}


6.
{"formula": "C29H68F3O11P", "method": "ωB97M-V/def2-TZVPD", "e_tot_ha": -2614.07474, "homo_ev": -8.516, "smiles": "CC(C)CP(CCCCO)C(F)(F)F.COCCOC.COCCOC.COCCOC.COCCOC.COCCOC", "de_lowest_ev": 0.417, "gap_ev": 8.948, "molar_mass_g_mol": 680.82, "species": ["C", "C", "C", "C", "P", "C", "C", "C", "C", "O", "C", "F", "F", "F", "H", "H", "H", "H", "H", "H", "H", "H", "H", "H", "H", "H", "H", "H", "H", "H", "H", "H", "C", "O", "C", "C", "O", "C", "H", "H", "H", "H", "H", "H", "H", "H", "H", "H", "C", "O", "C", "C", "O", "C", "H", "H", "H", "H", "H", "H", "H", "H", "H", "H", "C", "O", "C", "C", "O", "C", "H", "H", "H", "H", "H", "H", "H", "H", "H", "H", "C", "O", "C", "C", "O", "C", "H", "H", "H", "H", "H", "H", "H", "H", "H", "H", "C", "O", "C", "C", "O", "C", "H", "H", "H", "H", "H", "H", "H", "H", "H", "H"], "coordinates": [[-1.48370, -0.86385, -1.61031], [-2.99805, -0.68518, -1.35873], [-3.34098, 0.50322, -0.43420], [-3.82313, -0.73590, -2.63160], [-3.72956, 0.73328, -3.77726], [-2.47329, 1.97512, -3.21291], [-1.56927, 2.56592, -4.31671], [-0.12986, 2.80997, -3.86725], [0.54684, 1.59720, -3.28415], [0.69180, 1.80289, -1.87462], [-3.05777, -0.07680, -5.34100], [-3.13201, 0.71062, -6.38331], [-1.78997, -0.49278, -5.26125], [-3.79715, -1.13592, -5.61135], [-1.29142, -0.87073, -2.67882], [-1.13105, -1.78979, -1.18886], [-0.97773, -0.02244, -1.15637], [-3.27290, -1.56682, -0.79112], [-3.96926, 0.15270, 0.37164], [-3.93441, 1.21225, -1.00265], [-2.46631, 0.95718, 0.00255], [-3.56651, -1.63648, -3.17316], [-4.86815, -0.83313, -2.36299], [-1.85222, 1.63915, -2.38956], [-3.06477, 2.78769, -2.82158], [-1.96069, 3.53775, -4.58721], [-1.53073, 1.99763, -5.23640], [-0.04276, 3.67588, -3.22539], [0.41473, 3.05998, -4.77218], [1.53533, 1.44652, -3.71468], [-0.03673, 0.70312, -3.47920], [1.09403, 1.01998, -1.47223], [0.10571, -4.66641, -1.90697], [0.00081, -4.51567, -0.50189], [-0.11093, -5.75233, 0.18799], [1.20342, -6.16873, 0.81044], [2.17917, -6.47150, -0.17667], [3.11906, -5.42983, -0.37261], [0.40566, -3.70508, -2.32288], [0.85031, -5.41599, -2.18412], [-0.86590, -4.94403, -2.33014], [-0.48337, -6.53560, -0.47915], [-0.84781, -5.61117, 0.98526], [1.04306, -7.08124, 1.39416], [1.56804, -5.39494, 1.49229], [3.82096, -5.38595, 0.46720], [2.62950, -4.45971, -0.48745], [3.67571, -5.65133, -1.28216], [3.50675, -0.47006, -5.29130], [3.82081, 0.79381, -4.73109], [4.58371, 0.69787, -3.53628], [6.05001, 0.97760, -3.78177], [6.64758, -0.02261, -4.59238], [6.80756, 0.37318, -5.94374], [3.12425, -0.30138, -6.29685], [4.38586, -1.11514, -5.35254], [2.72984, -0.96730, -4.69909], [4.45382, -0.28479, -3.07205], [4.19397, 1.45148, -2.84320], [6.57408, 0.97033, -2.82072], [6.17949, 1.96789, -4.22839], [7.62698, 1.09398, -6.03588], [5.89204, 0.81084, -6.34850], [7.05693, -0.51498, -6.52234], [-4.18662, 5.59738, 2.89391], [-3.01995, 5.59240, 3.69948], [-2.77315, 4.33468, 4.31209], [-1.69629, 3.55916, 3.58555], [-2.11264, 3.17653, 2.28408], [-1.57294, 4.00559, 1.26526], [-4.17495, 6.50985, 2.29808], [-4.21648, 4.73867, 2.21986], [-5.08375, 5.59997, 3.52247], [-3.69376, 3.74690, 4.37348], [-2.43347, 4.53404, 5.33413], [-1.49069, 2.63942, 4.14293], [-0.76985, 4.13982, 3.54146], [-0.51222, 3.77724, 1.11928], [-1.68898, 5.06596, 1.50108], [-2.10582, 3.79182, 0.33945], [3.05627, -12.03933, 4.75858], [2.06596, -12.05879, 3.74542], [1.08871, -11.04080, 3.89705], [1.34133, -9.87733, 2.96326], [2.53573, -9.18455, 3.29179], [3.62385, -9.51164, 2.44297], [3.86594, -12.69556, 4.44290], [3.45769, -11.03524, 4.91342], [2.64512, -12.41683, 5.70108], [1.04622, -10.69548, 4.93450], [0.11869, -11.48470, 3.65065], [0.51848, -9.16111, 3.06431], [1.36518, -10.21840, 1.92373], [3.49318, -9.04660, 1.45966], [3.73240, -10.59209, 2.32351], [4.53041, -9.11667, 2.89933], [-1.03997, 11.26953, 4.58858], [-0.92628, 9.90625, 4.22302], [-1.40104, 9.01664, 5.22456], [-2.78246, 8.49238, 4.90250], [-3.75825, 9.52862, 4.94412], [-4.12602, 9.99666, 3.66057], [-0.86567, 11.86808, 3.69540], [-2.03313, 11.50262, 4.97959], [-0.28373, 11.52842, 5.33794], [-1.39322, 9.50040, 6.20641], [-0.70594, 8.17152, 5.26027], [-3.06403, 7.75434, 5.65903], [-2.78622, 7.99312, 3.93380], [-4.76389, 9.26296, 3.15414], [-3.25168, 10.20618, 3.03945], [-4.69153, 10.91849, 3.79155]], "lowdin_charge": [-0.0550, -0.4493, -0.0626, -0.3348, 1.0982, -0.3381, -0.2339, -0.1745, -0.2509, -0.0851, -0.8508, 0.1113, 0.0867, 0.0994, 0.0574, 0.0644, 0.0514, 0.1158, 0.0739, 0.0584, 0.0665, 0.0784, 0.0721, 0.0507, 0.0637, 0.1055, 0.0816, 0.1177, 0.1113, 0.1001, 0.0914, 0.0834, -0.1115, -0.1986, -0.2019, -0.1985, -0.1945, -0.1098, 0.0819, 0.0848, 0.0903, 0.1274, 0.1261, 0.1148, 0.1295, 0.0888, 0.0827, 0.0890, -0.1069, -0.2073, -0.2075, -0.2046, -0.1900, -0.1101, 0.0912, 0.0849, 0.0846, 0.1270, 0.1249, 0.1259, 0.1273, 0.0886, 0.0835, 0.0888, -0.1016, -0.2178, -0.1974, -0.2052, -0.1959, -0.1022, 0.0846, 0.0849, 0.0928, 0.1275, 0.1259, 0.1257, 0.1269, 0.0908, 0.0845, 0.0822, -0.1111, -0.1894, -0.2063, -0.2148, -0.1963, -0.1044, 0.0886, 0.0834, 0.0881, 0.1263, 0.1252, 0.1195, 0.1282, 0.0849, 0.0848, 0.0893, -0.1143, -0.1891, -0.1985, -0.2019, -0.1872, -0.1119, 0.0878, 0.0833, 0.0874, 0.1257, 0.1249, 0.1260, 0.1051, 0.0830, 0.0851, 0.0881]}